Formula: C47H48ClF5IMnN7O4S2
Source: the Open Molecules 2025 dataset
Level of theory: ωB97M-V/def2-TZVPD

ΔE to the lowest compared entry with this formula, charge and spin: 12.41 kcal/mol
net charge: 0
2S+1: 6
HOMO-LUMO gap (spin up / spin down): 7.12 / 7.12 eV
LUMO energy (spin up / spin down): -0.009 / -0.010 hartree

Positions of all 116 atoms, in Å:
Mn: -0.6860 -1.2761 0.5177
C: -0.7652 -3.8696 -3.2892
C: 0.4887 -4.0841 -2.4937
N: 1.3879 -4.9423 -2.9109
C: 2.5201 -5.1274 -2.1832
C: 2.7859 -4.4697 -1.0157
C: 4.0806 -4.7677 -0.2927
O: 4.8199 -3.6091 0.1001
C: 1.8276 -3.5422 -0.5344
C: 2.0346 -2.9274 0.7597
N: 1.3130 -2.0192 1.3058
C: 1.7274 -1.5679 2.5852
C: 3.0314 -1.1379 2.8209
C: 3.4046 -0.6598 4.0685
C: 2.4809 -0.5981 5.1028
C: 1.1763 -1.0213 4.8858
C: 0.8184 -1.4944 3.6344
I: -1.1325 -2.1732 3.3183
C: 0.6573 -3.3208 -1.2846
O: -0.2321 -2.4513 -0.9742
H: -0.6783 -4.3792 -4.2470
H: -0.9561 -2.8053 -3.4359
H: -1.6310 -4.2649 -2.7503
H: 3.2420 -5.8272 -2.5933
H: 4.6857 -5.4126 -0.9312
H: 3.8879 -5.3195 0.6280
H: 5.0753 -3.1132 -0.6863
H: 2.8910 -3.2898 1.3260
H: 3.7445 -1.1710 2.0039
H: 4.4219 -0.3241 4.2289
H: 2.7694 -0.2202 6.0761
H: 0.4438 -0.9864 5.6821
F: -7.2964 -3.6828 -0.2176
C: -6.2517 -2.8611 -0.3376
C: -5.0083 -3.2344 0.1301
F: -4.8425 -4.4233 0.7190
C: -3.9494 -2.3645 -0.0112
F: -2.7529 -2.7631 0.4612
C: -4.0382 -1.1090 -0.5986
S: -2.6781 -0.0273 -0.7088
C: -5.3105 -0.7769 -1.0570
F: -5.5245 0.4218 -1.6140
C: -6.3954 -1.6251 -0.9345
F: -7.5970 -1.2517 -1.3843
C: 6.9840 2.6280 -2.4111
C: 5.7808 2.0678 -1.6593
C: 4.6299 1.7554 -2.5996
N: 3.4201 1.3966 -1.8542
C: 2.5031 0.4587 -2.0936
S: 0.9214 0.5705 -1.5555
N: 2.8478 -0.6429 -2.8626
C: 4.0442 -1.3443 -2.9251
O: 4.9610 -1.1526 -2.1560
C: 4.0845 -2.3991 -3.9868
C: 3.1370 -2.4774 -5.0023
C: 3.2273 -3.4737 -5.9626
C: 4.2680 -4.3879 -5.9166
C: 5.2272 -4.3022 -4.9134
C: 5.1366 -3.3085 -3.9542
H: 7.7990 2.8640 -1.7260
H: 6.7232 3.5447 -2.9465
H: 7.3600 1.9075 -3.1418
H: 5.4432 2.7870 -0.9057
H: 6.0499 1.1491 -1.1355
H: 4.9127 0.9442 -3.2563
H: 4.4024 2.6250 -3.2236
H: 3.0597 2.1173 -1.2484
H: 2.0291 -1.1409 -3.1776
H: 2.3245 -1.7623 -5.0672
H: 2.4799 -3.5361 -6.7424
H: 4.3351 -5.1669 -6.6659
H: 6.0461 -5.0089 -4.8811
H: 5.8854 -3.2173 -3.1783
C: -1.9862 3.8580 -0.6592
C: -2.4291 4.9460 0.3306
C: -1.2224 5.8181 0.7096
C: -3.4299 5.8588 -0.4009
C: -3.1031 4.3376 1.6123
O: -3.6582 5.3920 2.4132
C: -4.1712 3.2905 1.2416
C: -5.2133 2.9792 2.3328
C: -4.8422 1.8670 3.2870
C: -4.8342 0.5409 2.8547
C: -4.5096 -0.4978 3.7151
C: -4.1823 -0.2095 5.0327
Cl: -3.7987 -1.5056 6.1319
C: -4.1811 1.0952 5.4908
C: -4.5165 2.1223 4.6156
C: -2.1263 3.7656 2.6499
N: -1.2689 2.6720 2.2219
C: -1.5620 1.3853 2.0698
N: -0.4878 0.7312 1.6614
C: 0.4613 1.7080 1.5865
N: 0.0420 2.9002 1.9180
H: -1.6163 4.3414 -1.5690
H: -2.8056 3.1960 -0.9502
H: -1.1729 3.2400 -0.2763
H: -0.9036 6.3958 -0.1636
H: -0.3720 5.2148 1.0320
H: -1.4805 6.5243 1.5033
H: -2.9512 6.2453 -1.3021
H: -3.7146 6.7297 0.1972
H: -4.3340 5.3375 -0.7209
H: -4.3467 5.8300 1.9029
H: -3.6776 2.3641 0.9239
H: -4.7054 3.6428 0.3608
H: -6.1412 2.6957 1.8303
H: -5.4232 3.8827 2.9053
H: -5.1030 0.3139 1.8297
H: -4.5327 -1.5266 3.3750
H: -3.9399 1.3040 6.5262
H: -4.5351 3.1445 4.9808
H: -2.7163 3.4208 3.4968
H: -1.4722 4.5566 2.9990
H: -2.5304 0.9568 2.2865
H: 1.4810 1.5104 1.2978


Formula: C47H49BrHfN7SSiTe
Source: the Open Molecules 2025 dataset
Level of theory: ωB97M-V/def2-TZVPD

ΔE to the lowest compared entry with this formula, charge and spin: 0.00 kcal/mol
net charge: +3
HOMO-LUMO gap: 6.56 eV
LUMO energy: -0.301 hartree

Positions of all 108 atoms, in Å:
Hf: 0.0938 -0.2707 0.5193
C: -1.1330 1.7359 2.9986
C: 0.0607 2.6378 3.2077
C: 1.3979 2.1629 2.7174
C: 2.5318 2.7420 3.2866
C: 3.7916 2.3913 2.8520
C: 3.9019 1.4497 1.8315
C: 2.7478 0.9207 1.3177
N: 1.5003 1.2524 1.7354
N: -1.4556 1.3798 1.5900
C: -2.7570 0.6784 1.6202
C: -2.5946 -0.6511 2.2930
C: -3.6025 -1.2054 3.0562
C: -3.4345 -2.4783 3.5778
C: -2.2554 -3.1567 3.3073
C: -1.2891 -2.5321 2.5503
N: -1.4292 -1.2850 2.0584
C: -1.5548 2.5896 0.7592
C: -1.7963 2.2084 -0.6675
C: -2.5463 3.0092 -1.5099
C: -2.7031 2.6333 -2.8328
C: -2.1043 1.4568 -3.2599
C: -1.3818 0.7075 -2.3565
N: -1.2171 1.0647 -1.0697
H: -1.0063 0.8068 3.5571
H: -2.0069 2.2391 3.4273
H: -0.1227 3.6341 2.7964
H: 0.1410 2.7996 4.2844
H: 2.4040 3.4739 4.0729
H: 4.6713 2.8402 3.2943
H: 4.8572 1.1328 1.4362
H: 2.8148 0.1982 0.5076
H: -3.5094 1.2858 2.1317
H: -3.0977 0.5054 0.5965
H: -4.5105 -0.6444 3.2315
H: -4.2102 -2.9335 4.1790
H: -2.0818 -4.1577 3.6753
H: -0.3715 -3.0515 2.3155
H: -2.3420 3.2580 1.1230
H: -0.6069 3.1298 0.8091
H: -2.9974 3.9150 -1.1277
H: -3.2823 3.2428 -3.5136
H: -2.1900 1.1218 -4.2843
H: -0.8953 -0.2045 -2.6651
Br: 3.7990 -4.2793 4.9133
C: 2.8627 -3.2081 3.7199
C: 2.8436 -3.4978 2.3623
C: 2.1386 -2.6688 1.5144
N: 1.4516 -1.5855 1.9291
C: 1.4810 -1.3266 3.2549
C: 2.1608 -2.0900 4.1703
H: 3.3716 -4.3510 1.9599
H: 2.1244 -2.8931 0.4585
H: 0.9233 -0.4618 3.5928
H: 2.1468 -1.8257 5.2181
S: -1.8794 -2.0007 -0.5032
C: -2.2083 -2.4081 -2.1538
N: -3.4568 -2.3949 -2.6042
C: -3.5701 -2.9084 -3.9746
C: -2.1011 -3.2454 -4.3120
N: -1.3840 -2.8229 -3.0986
H: -4.2331 -2.1095 -2.0318
H: -3.9869 -2.1498 -4.6340
H: -4.2120 -3.7862 -4.0008
H: -1.7341 -2.7023 -5.1801
H: -1.9505 -4.3106 -4.4777
H: -0.4274 -3.0949 -2.9007
C: 1.2240 -6.0410 -2.6042
C: 1.8718 -5.1369 -3.4363
C: 1.9580 -3.7999 -3.0744
C: 1.3901 -3.3247 -1.8829
C: 0.7432 -4.2579 -1.0652
C: 0.6615 -5.5994 -1.4148
Si: 1.5519 -1.4538 -1.5514
C: 3.3992 -1.0803 -1.7488
C: 3.8213 -0.6300 -3.0071
C: 5.1566 -0.3617 -3.2761
C: 6.1123 -0.5337 -2.2858
C: 5.7229 -0.9836 -1.0305
C: 4.3853 -1.2528 -0.7708
H: 1.1639 -7.0858 -2.8789
H: 2.3210 -5.4758 -4.3605
H: 2.4843 -3.1161 -3.7324
H: 0.2545 -3.9391 -0.1508
H: 0.1563 -6.3004 -0.7626
H: 1.0096 -0.8436 -2.8047
H: 3.0950 -0.4741 -3.7978
H: 5.4479 -0.0127 -4.2585
H: 7.1547 -0.3295 -2.4914
H: 6.4662 -1.1429 -0.2593
H: 4.1324 -1.6274 0.2173
C: 3.7440 2.4049 -1.6633
Te: 1.6330 2.2898 -1.3615
C: 1.4875 2.0609 -3.4778
C: 2.8352 2.4904 -4.0093
C: 3.0101 2.7083 -5.3735
C: 4.2470 3.0847 -5.8684
C: 5.3189 3.2546 -5.0001
C: 5.1489 3.0447 -3.6425
C: 3.9094 2.6577 -3.1408
H: 4.2003 1.4659 -1.3536
H: 4.1364 3.2227 -1.0614
H: 0.6775 2.6832 -3.8520
H: 1.2767 1.0154 -3.7037
H: 2.1720 2.5915 -6.0503
H: 4.3732 3.2609 -6.9279
H: 6.2826 3.5634 -5.3817
H: 5.9826 3.1861 -2.9650


Formula: C47H49ClN9OSZr
Source: the Open Molecules 2025 dataset
Level of theory: ωB97M-V/def2-TZVPD

ΔE to the lowest compared entry with this formula, charge and spin: 25.97 kcal/mol
net charge: +3
HOMO-LUMO gap: 4.65 eV
LUMO energy: -0.351 hartree

Positions of all 109 atoms, in Å:
Zr: -0.2465 -0.8594 1.5694
N: -0.4926 -3.9529 -1.8608
C: -0.9401 -3.1126 -0.9616
N: -0.2812 -2.7834 0.1371
C: 0.9428 -3.4316 0.3933
N: 1.5275 -3.3186 1.5538
N: 0.7704 -2.5643 2.4387
C: 0.5884 -2.9459 3.6407
C: -0.4371 -2.2073 4.3898
C: -0.6880 -2.4347 5.7194
C: -1.7426 -1.7510 6.3276
C: -2.5029 -0.8891 5.5658
C: -2.1893 -0.7169 4.2219
N: -1.1774 -1.3557 3.6327
C: 1.5386 -4.2669 -0.6303
C: 2.8086 -4.8396 -0.5011
C: 3.2870 -5.6642 -1.4947
C: 2.5059 -5.9381 -2.6217
C: 1.2491 -5.3839 -2.7653
C: 0.7786 -4.5473 -1.7649
H: -1.0801 -4.1857 -2.6511
H: -1.9047 -2.6593 -1.1514
H: 1.0742 -3.8317 4.0418
H: -0.0761 -3.1362 6.2719
H: -1.9676 -1.9070 7.3750
H: -3.3418 -0.3549 5.9910
H: -2.7756 -0.0615 3.5924
H: 3.3966 -4.6278 0.3814
H: 4.2682 -6.1090 -1.4010
H: 2.8874 -6.5941 -3.3933
H: 0.6460 -5.5929 -3.6415
C: 4.3837 -0.7713 4.8475
C: 3.9850 0.4186 5.7200
C: 3.5826 -0.0980 7.1133
C: 5.1919 1.3593 5.8501
C: 2.7864 1.1652 5.1411
C: 2.3888 2.3924 5.7144
C: 1.2908 3.1003 5.2819
C: 0.5467 2.5662 4.2316
S: -0.8971 3.1742 3.4836
C: -0.9360 1.8504 2.4269
N: 0.0676 0.9917 2.5927
C: 0.9236 1.3688 3.6421
C: 2.0419 0.6646 4.0868
C: -1.9959 1.5470 1.4569
C: -2.8810 2.5241 1.0148
C: -3.8606 2.1962 0.0872
C: -3.9799 0.8887 -0.3687
C: -3.1136 -0.0905 0.1000
C: -2.0960 0.2021 1.0032
H: 5.2480 -1.2681 5.2881
H: 4.6607 -0.4593 3.8368
H: 3.5845 -1.5188 4.7811
H: 4.3801 -0.7184 7.5273
H: 2.6696 -0.6991 7.0591
H: 3.4044 0.7248 7.8077
H: 6.0563 0.7976 6.2066
H: 5.0163 2.1639 6.5641
H: 5.4530 1.8045 4.8879
H: 2.9752 2.8090 6.5225
H: 1.0297 4.0468 5.7369
H: 2.3570 -0.2308 3.5637
H: -2.8045 3.5419 1.3841
H: -4.5424 2.9591 -0.2665
H: -4.7537 0.6317 -1.0808
H: -3.2638 -1.1070 -0.2451
C: 1.2766 3.9433 -4.8511
C: 1.1181 2.4222 -4.6896
C: 1.2411 1.7624 -6.0682
C: 2.2796 1.9355 -3.8128
C: -0.2704 2.1167 -4.0442
O: -0.4293 2.8730 -2.8399
C: -1.4184 2.3570 -5.0512
C: -2.8068 2.6041 -4.4434
C: -3.8631 1.5189 -4.6042
C: -5.1532 1.8012 -4.1518
C: -6.1792 0.8754 -4.2377
C: -5.9230 -0.3745 -4.7837
Cl: -7.1904 -1.5461 -4.8860
C: -4.6626 -0.6769 -5.2593
C: -3.6436 0.2709 -5.1725
C: -0.4776 0.6526 -3.5915
N: 0.1974 0.2649 -2.3362
C: -0.0178 0.7296 -1.1260
N: 0.7818 0.0907 -0.2457
C: 1.4934 -0.7704 -1.0626
N: 1.1457 -0.7173 -2.3111
H: 2.1287 4.1482 -5.4999
H: 1.4902 4.4351 -3.8971
H: 0.4090 4.4245 -5.3078
H: 2.2686 1.8635 -6.4209
H: 0.5960 2.2302 -6.8118
H: 1.0169 0.6917 -6.0465
H: 3.2092 2.3866 -4.1625
H: 2.4093 0.8540 -3.8714
H: 2.1482 2.2298 -2.7682
H: -0.2540 3.8017 -3.0333
H: -1.4361 1.4885 -5.7102
H: -1.1574 3.1906 -5.6987
H: -3.2067 3.5243 -4.8714
H: -2.7088 2.8096 -3.3742
H: -5.3652 2.7845 -3.7412
H: -7.1777 1.1191 -3.8970
H: -4.4823 -1.6405 -5.7184
H: -2.6758 0.0065 -5.5814
H: -0.1164 -0.0366 -4.3483
H: -1.5455 0.4895 -3.4386
H: -0.6735 1.5578 -0.9221
H: 2.3002 -1.3961 -0.7142


Formula: C47H49N5O3RhTe
Source: the Open Molecules 2025 dataset
Level of theory: ωB97M-V/def2-TZVPD

ΔE to the lowest compared entry with this formula, charge and spin: 0.77 kcal/mol
net charge: +2
2S+1: 2
HOMO-LUMO gap (spin up / spin down): 6.90 / 6.88 eV
LUMO energy (spin up / spin down): -0.201 / -0.202 hartree

Positions of all 106 atoms, in Å:
Rh: -0.0368 0.2130 -0.9305
O: -1.2971 0.8040 -7.8158
C: -1.7841 -0.3501 -7.1749
C: -1.4641 -0.2560 -5.7097
C: -1.9534 -1.1922 -4.8056
C: -1.6097 -1.0860 -3.4730
N: -0.8262 -0.1111 -3.0014
C: -0.3994 0.8310 -3.8596
C: -0.6830 0.7792 -5.2135
C: 0.3066 1.9802 -3.2342
C: 0.7257 3.0934 -3.9430
C: 1.2639 4.1814 -3.2719
C: 1.6829 5.4233 -4.0222
O: 1.6282 5.2578 -5.4163
C: 1.3547 4.1158 -1.8849
C: 0.9458 2.9707 -1.2399
N: 0.4415 1.9164 -1.8962
H: -1.4658 0.7463 -8.7614
H: -1.3174 -1.2603 -7.5699
H: -2.8680 -0.4579 -7.2917
H: -2.5987 -1.9998 -5.1264
H: -1.9835 -1.7991 -2.7489
H: -0.3295 1.5372 -5.8945
H: 0.6234 3.1464 -5.0163
H: 2.6708 5.7406 -3.6775
H: 0.9849 6.2224 -3.7565
H: 2.5078 5.0869 -5.7656
H: 1.7439 4.9435 -1.3060
H: 1.0194 2.8719 -0.1651
N: -2.1492 0.6440 -0.5927
C: -2.8258 -0.6111 -0.2911
C: -2.0689 -1.6824 0.1805
C: -2.6913 -2.8685 0.5362
C: -4.0610 -3.0037 0.3654
C: -4.8110 -1.9498 -0.1376
C: -4.1947 -0.7480 -0.4522
H: -2.2021 1.2674 0.2120
H: -2.6103 1.1060 -1.3716
H: -0.4915 -0.9276 1.2294
H: -2.1157 -3.6887 0.9410
H: -4.5421 -3.9341 0.6334
H: -5.8785 -2.0568 -0.2719
H: -4.7784 0.0881 -0.8184
N: 1.9817 0.0633 -0.1058
C: 2.9226 -0.1425 -1.1966
C: 3.0272 -1.4016 -1.7695
C: 3.8827 -1.5942 -2.8433
C: 4.6297 -0.5364 -3.3435
C: 4.5307 0.7148 -2.7516
C: 3.6798 0.9152 -1.6736
H: 2.2575 0.8797 0.4435
H: 2.0333 -0.7252 0.5428
H: 2.4584 -2.2344 -1.3705
H: 3.9732 -2.5789 -3.2822
H: 5.3003 -0.6916 -4.1771
H: 5.1326 1.5363 -3.1166
H: 3.6249 1.8862 -1.1926
C: -2.7046 0.3843 8.5575
C: -2.2734 0.6973 7.1526
C: -1.3835 1.7257 6.8857
C: -0.9667 2.0288 5.5915
C: 0.0015 3.1611 5.3874
C: -1.4663 1.2495 4.5448
Te: -0.8088 1.6281 2.5768
N: -0.6368 -1.4602 0.3534
C: 0.2991 -2.5618 0.4192
O: 1.2164 -2.4393 1.1938
C: 0.2034 -3.7014 -0.5161
C: 0.4776 -4.9648 0.0001
C: 0.4392 -6.0681 -0.8363
C: 0.1663 -5.9064 -2.1868
C: -0.0657 -4.6404 -2.7101
C: -0.0542 -3.5372 -1.8750
C: 1.2844 1.3700 2.7470
C: 2.0557 2.4092 2.2172
C: 3.4338 2.2937 2.1085
C: 4.0527 1.1341 2.5593
C: 3.2923 0.1292 3.1335
C: 1.9012 0.2175 3.2448
C: 1.1745 -0.9113 3.9235
C: -2.3764 0.2083 4.7741
C: -2.9380 -0.6607 3.6775
C: -2.7635 -0.0446 6.0819
H: -2.3777 1.1538 9.2541
H: -2.2829 -0.5676 8.8851
H: -3.7894 0.3001 8.6234
H: -1.0058 2.3251 7.7060
H: 0.0513 3.7826 6.2791
H: -0.2922 3.7931 4.5473
H: 1.0088 2.7904 5.1840
H: 0.7108 -5.0780 1.0511
H: 0.6343 -7.0542 -0.4378
H: 0.1491 -6.7702 -2.8377
H: -0.2451 -4.5182 -3.7701
H: -0.1933 -2.5439 -2.2804
H: 1.5701 3.3333 1.9229
H: 4.0211 3.1119 1.7115
H: 5.1272 1.0274 2.4926
H: 3.7839 -0.7586 3.5141
H: 1.4904 -0.9740 4.9665
H: 1.4163 -1.8614 3.4517
H: 0.0949 -0.7789 3.9220
H: -3.3020 -0.0810 2.8274
H: -3.7712 -1.2509 4.0547
H: -2.1803 -1.3561 3.3008
H: -3.4758 -0.8398 6.2725